The following is a quantum chemistry calculation of a structure of composition C25H35HgN12O3, from the OMol25 dataset.

The expectation value of S² is 0.760. The orbital gap (alpha / beta) comes out at 0.1083 / 0.2220 hartree. The total energy is -2009.8134 Ha. Its HOMO energy (alpha / beta) is 1.542 / -1.552 eV.

Structure (ORCA input):
```
! wB97M-V def2-TZVPD RIJCOSX def2/J DEFGRID3
* xyz -2 2
Hg -0.5143 -0.9962 0.7148
C -3.3392 -3.1282 3.6006
C -2.3547 -2.0241 3.1890
O -1.3179 -2.4063 2.5748
C -2.6942 -0.7224 3.5155
C -2.0438 0.4484 3.0723
C -2.5418 1.7831 3.5805
N -1.0263 0.4394 2.2463
N -0.4835 1.6660 1.9598
C 0.5473 1.6247 1.1458
O 1.0672 0.5895 0.5880
C 1.1724 2.9385 0.9185
C 2.5642 3.0476 0.8004
C 3.1643 4.2629 0.5649
C 2.3920 5.4156 0.4266
C 1.0052 5.3241 0.5608
C 0.4077 4.1104 0.8132
H -3.9405 -3.3686 2.7215
H -4.0001 -2.8183 4.4108
H -2.7869 -4.0224 3.8925
H -3.5780 -0.5813 4.1266
H -3.4381 1.6702 4.1920
H -2.7383 2.4241 2.7233
H -1.7565 2.2734 4.1562
H 3.1523 2.1478 0.9073
H 4.2446 4.3370 0.4769
H 2.8665 6.3690 0.2216
H 0.3972 6.2164 0.4423
H -0.6640 4.0297 0.9138
N 1.5531 -2.1822 2.4721
C 2.8956 -2.6936 2.6093
C 3.3520 -3.3068 1.2828
C 3.4345 -2.2481 0.1800
C 2.9758 -2.7818 -1.1776
N 1.5440 -2.9035 -1.1646
H 1.2433 -1.6742 3.2914
H 0.8841 -2.9266 2.3062
H 2.9958 -3.4604 3.4099
H 3.5641 -1.8668 2.8735
H 2.6146 -4.0616 1.0055
H 4.3151 -3.8147 1.4179
H 4.4501 -1.8505 0.1103
H 2.7467 -1.4373 0.4270
H 3.5113 -3.7316 -1.4057
H 3.2386 -2.0633 -1.9582
H 1.2068 -3.6613 -0.5867
H 1.1148 -2.9500 -2.0759
N -4.5955 -3.7537 -3.5494
C -3.5634 -3.0039 -2.9464
N -3.1963 -1.8140 -3.5823
N -2.9901 -3.4947 -1.8518
C -2.0683 -2.9558 -1.1752
N -1.1818 -2.6321 -0.4709
H -5.4033 -3.1786 -3.7800
H -4.8697 -4.5045 -2.9243
H -3.9734 -1.1918 -3.8017
H -2.5042 -1.3143 -3.0320
N -2.0817 0.3294 -0.5162
C -2.4711 0.9847 -1.3880
C -3.0172 1.7154 -2.4232
C -2.4157 2.8716 -2.8954
N -1.9401 3.8411 -3.3127
C -4.1735 1.2322 -3.0099
N -5.1309 0.8039 -3.5040
C 1.8632 3.4071 -2.4506
N 1.8844 1.9690 -2.3496
C 3.1497 1.3043 -2.1911
C 0.7493 1.2510 -2.4440
O 0.6809 0.0555 -2.6000
H 2.8036 3.8148 -2.0895
H 1.0594 3.8203 -1.8446
H 1.7137 3.7197 -3.4901
H 3.7276 1.7903 -1.4024
H 3.7344 1.3168 -3.1201
H 2.9471 0.2739 -1.9036
H -0.1380 1.9070 -2.4267
*
```

These are the Löwdin partial charges, in e, on atoms 1 to 2: 1.14 -0.05